Entry from OMol25: the ion C11H16N2O with charge +2 in a non-equilibrium geometry (the ωB97M-V functional and the def2-TZVPD basis).

2S+1	1
total energy	-16672.919	eV
net charge	+2
max |F|	3.6	eV/A
frontier orbital gap (alpha / beta)	6.7 / 6.8	eV
energy relative to the best compared isomer or geometry (same formula, charge and spin)	308.9	kJ/mol

Last column: natural (NBO) charge in e.
CARTESIAN COORDINATES (ANGSTROEM)
1 C 0.1634 -3.2402 0.1167  -0.319
2 C 0.4800 -0.7499 -0.9673  -0.309
3 C -2.2949 -0.6186 0.0529  0.152
4 C -0.9866 -3.7873 0.7722  0.297
5 C -0.5107 0.3664 -1.0598  0.071
6 C -0.1697 -1.9206 -0.2295  0.063
7 C -1.5139 -1.7446 0.3176  0.143
8 C 1.3329 0.1051 -0.0204  0.185
9 C 1.4131 0.0396 1.4499  -0.712
10 C -2.3527 1.8023 -0.3876  -0.421
11 C 1.7261 2.5739 -0.2581  -0.448
12 N -1.7676 0.4586 -0.5253  -0.311
13 N 2.0952 1.1539 -0.6805  -0.546
14 O -1.9112 -2.9212 0.8486  -0.323
15 H 0.9412 -3.9147 -0.2087  0.279
16 H 1.0917 -1.1371 -1.7818  0.263
17 H -3.2364 -0.5253 0.6323  0.272
18 H -1.1856 -4.7732 1.3207  0.274
19 H -0.2597 1.1719 -1.5967  0.201
20 H 2.3804 0.2881 1.8463  0.264
21 H 1.0772 -1.0149 1.6228  0.266
22 H 0.7673 0.6484 2.1633  0.261
23 H -1.9097 2.3108 0.4530  0.233
24 H -3.5730 1.7499 -0.4131  0.276
25 H -2.1059 2.3901 -1.2432  0.233
26 H 1.7814 2.5854 0.8368  0.240
27 H 2.5139 3.2974 -0.4223  0.261
28 H 0.7480 2.9950 -0.5867  0.244
29 H 2.9958 1.2219 -0.3139  0.447
30 H 2.2700 1.1889 -1.7381  0.465

Cartesian forces, eV/Å:
-1.121 -0.791 -0.354
0.254 -1.739 1.693
-0.668 -0.552 2.637
2.623 -1.614 0.173
1.574 -1.934 1.769
-1.701 -0.310 1.106
2.376 0.638 -2.426
-2.731 0.679 -1.409
-1.878 -0.807 1.046
-3.305 -0.336 -0.476
-0.752 1.174 1.378
0.336 -1.061 0.396
-0.933 2.803 -2.046
-2.821 1.799 0.824
0.467 0.483 0.177
-0.609 0.360 -0.682
0.312 0.109 -0.999
0.458 1.517 -1.213
0.846 2.728 -2.183
0.897 -0.466 -0.086
0.821 0.722 0.604
0.154 -0.294 -1.417
-0.325 -0.049 0.656
3.231 0.030 0.526
0.230 0.185 -0.836
-0.659 -0.400 -0.100
0.386 -0.125 -1.115
0.783 -0.894 -0.044
2.534 -1.004 0.837
-0.779 -0.851 1.564

***

Entry from OMol25: the ion C11H16N3Si with charge +1 in a non-equilibrium geometry (the ωB97M-V functional and the def2-TZVPD basis).

2S+1	1
total energy	-24003.249	eV
net charge	+1
max |F|	4.6	eV/A
frontier orbital gap	4.4	eV
energy relative to the best compared isomer or geometry (same formula, charge and spin)	0.0	kJ/mol

Last column: natural (NBO) charge in e.
CARTESIAN COORDINATES (ANGSTROEM)
1 C 4.3357 1.4827 0.3162  -0.134
2 C 3.1717 2.0348 0.6766  -0.187
3 C 4.4203 0.2798 -0.4175  -0.312
4 C 1.9843 1.4213 0.3915  -0.105
5 C 3.1624 -0.2484 -0.5825  0.556
6 C 1.9387 0.1905 -0.2477  -0.534
7 C -1.6064 0.7268 -1.3455  0.285
8 C -3.1220 1.6530 1.2234  -0.087
9 C -3.9201 0.5793 -0.8034  -0.126
10 C 0.6000 -1.9263 1.3402  -1.096
11 C 0.4777 -2.1631 -1.8145  -1.142
12 N -2.8359 0.9896 -1.6146  -0.437
13 N -1.0517 -0.1188 -0.3126  -1.131
14 N -3.9027 0.9413 0.5642  -0.383
15 Si 0.4146 -1.0104 -0.3422  1.816
16 H 5.2227 2.0676 0.4504  0.267
17 H 3.1797 2.9817 1.1100  0.258
18 H 5.4144 -0.0952 -0.5566  0.305
19 H 1.0679 1.8208 0.7641  0.255
20 H -2.2787 2.2072 0.7973  0.131
21 H -0.8225 1.0985 -2.0148  0.167
22 H -3.3342 1.9329 2.2453  0.185
23 H -4.8704 0.9787 -1.1553  0.232
24 H -3.9953 -0.5322 -0.7483  0.207
25 H 0.7765 -3.0108 1.3875  0.270
26 H 1.6112 -1.4635 1.5291  0.220
27 H -0.0895 -1.7170 2.1329  0.264
28 H 1.4702 -2.7291 -1.8392  0.252
29 H -0.3381 -2.8812 -1.6784  0.281
30 H 0.5537 -1.5029 -2.8116  0.268
31 H -1.7518 -0.0999 0.5430  0.456

Cartesian forces, eV/Å:
0.917 -0.380 -1.005
-1.096 -0.189 -0.383
-0.338 -1.697 0.118
-0.586 0.244 0.630
0.058 4.152 1.949
1.462 -2.913 -2.047
-0.861 -0.789 -0.239
0.541 1.227 -0.577
0.119 -1.171 0.740
1.924 0.554 -1.158
2.447 1.572 -1.482
2.772 0.514 -0.270
-2.843 1.475 1.529
-1.198 -0.424 1.587
-1.736 -1.780 1.142
0.724 -0.258 0.094
-0.117 1.385 0.894
0.075 -0.445 -0.684
-0.702 0.211 -0.019
0.281 -0.130 -0.267
-0.340 0.042 -0.067
-0.198 -0.396 0.365
0.087 -0.137 -0.393
-0.103 0.476 -0.506
-0.175 0.282 -0.647
-0.881 -0.623 0.878
-0.351 0.602 0.313
-1.221 0.518 0.235
0.028 0.328 -0.626
-0.880 -1.757 1.960
2.191 -0.492 -2.062